w.
The following is a DFT calculation (wB97M-V/def2-TZVPD) of a 3-piece molecular cluster, C4H15NO2S overall.

```
23
Properties=species:S:1:pos:R:3:nbo_charge:R:1
C 1.4444 -0.4434 -0.1321 -0.451
C 0.4937 -1.5005 -0.5990 -0.561
S 0.4145 -2.7970 0.6223 -0.036
C 0.7847 0.9628 -0.1340 -0.232
N 0.7532 1.6617 -1.4103 -0.636
C -0.4286 1.5575 -2.2266 -0.424
H 1.9305 -0.6199 0.8088 0.210
H 2.3252 -0.4429 -0.6980 0.201
H 0.8802 -1.7995 -1.6638 0.222
H -0.5548 -1.1097 -0.8505 0.248
H -0.8888 -3.1714 0.8308 0.146
H -0.1069 0.8963 0.5787 0.249
H 1.4980 1.5860 0.5781 0.178
H 1.5722 1.3622 -1.9279 0.354
H -0.3983 2.2418 -3.0898 0.204
H -1.3982 1.9922 -1.8462 0.208
H -0.5994 0.4991 -2.5901 0.156
H 0.7982 -0.9837 2.7702 0.463
H -0.3928 -1.6495 2.1836 0.460
O -0.1634 -1.0250 2.9072 -0.964
H -2.3135 0.6453 2.6171 0.480
H -3.2367 1.3291 1.6984 0.461
O -2.4133 0.8085 1.5732 -0.937
```

SMILES string = CNCCCS.O.O
frontier orbital gap = 9.142 eV
molecular weight = 141.24 g mol⁻¹

=====

x.
The following is a DFT calculation (wB97M-V/def2-TZVPD) of a 3-piece molecular cluster, C4H15NO2S overall.

```
23
Properties=species:S:1:pos:R:3:nbo_charge:R:1
C -1.3539 0.1527 0.7337 -0.447
C -1.1258 0.9202 -0.5581 -0.471
S -0.1492 2.5122 -0.2033 -0.106
C -0.7462 -1.2661 0.7284 -0.238
N -1.4748 -2.2958 0.0333 -0.627
C -1.2226 -2.3797 -1.3954 -0.410
H -0.9352 0.6358 1.6159 0.207
H -2.4212 0.0956 0.9727 0.204
H -1.9779 1.2526 -1.1374 0.218
H -0.4973 0.4286 -1.2927 0.221
H 0.7844 2.2216 -1.1102 0.129
H 0.2931 -1.1158 0.3830 0.219
H -0.4347 -1.5154 1.7507 0.198
H -2.4426 -2.2313 0.2872 0.353
H -1.9866 -3.0121 -1.8622 0.199
H -0.2309 -2.8179 -1.4895 0.196
H -1.3023 -1.4835 -2.0223 0.159
H 1.1582 1.1713 1.6863 0.472
H 2.5497 1.7605 1.7140 0.463
O 2.0970 0.9416 1.5409 -0.941
H 3.6197 -0.5885 -0.6124 0.463
H 2.8485 -1.4756 -1.4218 0.454
O 2.9071 -1.2158 -0.5040 -0.915
```

SMILES string = CNCCCS.O.O
frontier orbital gap = 9.145 eV
molecular weight = 141.24 g mol⁻¹

=====

Stability ranking, top entry: x; the second entry is 0.0370 hartree less favorable.

=====

w.
The following is a DFT calculation (wB97M-V/def2-TZVPD) of one molecule with the formula C5H11N3O.

```
20
Properties=species:S:1:pos:R:3:nbo_charge:R:1
C -1.1488 -0.1704 -1.5353 -0.595
C -0.1970 0.2005 -0.3952 0.099
C 0.4249 1.5831 -0.2264 -0.222
C -1.0929 0.7642 0.9258 -0.262
C 1.3288 -1.0422 1.4432 0.512
H -0.6726 -0.5168 -2.4589 0.235
H -1.8997 -1.0618 -0.9133 0.190
H -1.7087 0.6690 -1.8233 0.222
H 1.3632 1.4551 0.2069 0.217
H 0.5440 2.3096 -1.1891 0.174
H -1.3686 2.7371 0.3851 0.341
H -2.2327 0.3955 0.9184 0.205
H -0.5147 0.4553 1.8496 0.221
H 2.1570 -2.3611 -0.6455 0.380
H 0.3040 -2.6783 -0.4589 0.339
H 1.4852 -2.1190 1.6310 0.140
N -0.4666 2.0959 0.7535 -0.617
N 1.0126 -0.6792 -0.0490 -0.331
N 1.1063 -1.9121 -0.6809 -0.701
O 1.5765 -0.1243 2.2621 -0.547
```

SMILES string = CC1(N(N)C=O)CNC1
frontier orbital gap = 9.116 eV
molecular weight = 129.16 g mol⁻¹

=====

x.
The following is a DFT calculation (wB97M-V/def2-TZVPD) of one molecule with the formula C5H11N3O.

```
20
Properties=species:S:1:pos:R:3:nbo_charge:R:1
C -0.9229 0.2584 -0.0552 -0.147
C 0.5224 0.4843 0.0251 0.232
C 0.9599 1.9518 0.0234 -0.678
C -3.2251 -0.6346 0.0661 -0.433
C 2.7963 -0.1832 0.1038 0.070
N -1.3668 -2.0215 -0.0811 -0.487
N -1.7191 -0.8275 0.0877 -0.002
N 1.3899 -0.4538 -0.1381 -0.420
O 3.4281 -1.3890 0.0720 -0.702
H -1.5897 1.0469 -0.1998 0.174
H 0.2714 2.7173 0.3177 0.220
H 1.1807 2.3117 -0.8963 0.224
H 1.8147 2.0298 0.7285 0.215
H -3.4363 0.1831 0.8403 0.213
H -3.6690 -0.2258 -0.8405 0.222
H -3.6340 -1.5767 0.1847 0.211
H 2.8288 0.4048 0.9830 0.169
H 3.0938 0.4354 -0.7963 0.132
H -1.9859 -2.7011 0.3076 0.311
H 3.2627 -1.8103 -0.7325 0.475
```

frontier orbital gap (spin up / spin down) = 8.085 / 8.084 eV
molecular weight = 129.16 g mol⁻¹

=====

Stability ranking, top entry: x; the second entry is 0.0626 hartree less favorable.

=====

w.
The following is a DFT calculation (wB97M-V/def2-TZVPD) of one molecule with the formula C5H11N3O.

```
20
Properties=species:S:1:pos:R:3:nbo_charge:R:1
C -0.4740 1.0363 -2.5723 -0.436
N -0.1433 1.3254 -1.1998 -0.246
C -0.5518 0.2043 0.0623 0.396
C 0.4032 -0.6731 0.2450 0.025
N -1.9018 0.3091 0.0676 -0.819
N 1.7678 -0.5942 0.1685 -0.855
C -0.3867 -1.2837 1.7179 -0.250
C 0.2661 -1.2893 2.8741 -0.425
O 1.1926 1.8286 -1.1670 -0.600
H 1.7827 1.0515 -1.0354 0.462
H -2.2117 1.1202 -0.4577 0.420
H -2.3542 0.0823 0.9398 0.399
H 2.2384 -0.0335 0.8688 0.384
H 2.2377 -1.4774 0.0189 0.390
H -1.2988 -1.8576 1.6008 0.195
H -1.5507 1.1435 -2.7284 0.188
H 0.0011 1.7528 -3.2506 0.222
H -0.1732 0.0177 -2.8734 0.163
H 1.2033 -0.7614 3.0096 0.183
H -0.0470 -1.9016 3.7113 0.202
```

SMILES string = C=C/C(N)=C(\N)N(C)O
frontier orbital gap = 8.612 eV
molecular weight = 129.16 g mol⁻¹

=====

x.
The following is a DFT calculation (wB97M-V/def2-TZVPD) of one molecule with the formula C5H11N3O.

```
20
Properties=species:S:1:pos:R:3:nbo_charge:R:1
C 1.0329 -0.3439 1.4960 -0.104
C 0.7780 -0.0809 0.0634 0.400
C 1.3565 -1.0028 -0.9530 -0.669
C -2.4612 -0.7193 1.9773 -0.412
C 1.0193 1.8374 -1.5170 -0.281
N -0.0127 -0.6202 2.1713 -0.192
N -0.9513 -0.4831 0.1129 -0.516
N -1.1654 -0.7298 1.4543 -0.117
O 1.0727 1.3221 -0.1578 -0.542
H 2.0163 -0.1804 2.1585 0.233
H 1.1234 -1.9786 -0.5725 0.239
H 2.4189 -0.8683 -1.0296 0.220
H 0.9734 -0.9828 -1.9653 0.228
H -3.1719 0.1467 2.0508 0.182
H -3.0841 -1.4663 1.3878 0.194
H -2.2386 -1.0762 2.9335 0.229
H 0.0008 2.0165 -1.9264 0.178
H 1.6183 1.2306 -2.2522 0.178
H 1.5655 2.8342 -1.6745 0.204
H -1.4722 0.3286 -0.3128 0.350
```

SMILES string = CO[C@@]1(C)C=NN(C)N1
frontier orbital gap = 8.353 eV
molecular weight = 129.16 g mol⁻¹

=====

y.
The following is a DFT calculation (wB97M-V/def2-TZVPD) of one molecule with the formula C5H11N3O.

```
20
Properties=species:S:1:pos:R:3:nbo_charge:R:1
C 0.2778 -0.1508 0.0936 -0.196
C 2.6104 0.1013 1.2224 -0.722
N -1.4621 -0.1758 -1.7459 -0.464
C 1.4013 0.7883 0.6267 0.601
C -0.9044 0.4887 -0.6506 0.154
N -1.4717 -1.5654 -1.8574 -0.642
N -0.2296 -0.9737 1.2155 -0.812
C -1.4145 1.6794 -0.2813 -0.493
O 1.3781 2.0187 0.5529 -0.525
H -2.2818 0.3006 -2.1371 0.376
H 0.8063 -0.8103 -0.6066 0.206
H -1.9777 -2.0090 -1.0904 0.322
H -0.5299 -1.9581 -1.8838 0.351
H -0.9425 -1.5942 0.8370 0.353
H -0.7319 -0.3499 1.8493 0.363
H 2.3130 -0.5383 2.0565 0.247
H 3.1120 -0.4891 0.4520 0.230
H 3.3083 0.8535 1.6017 0.237
H -2.2381 2.1418 -0.8149 0.191
H -1.0229 2.2422 0.5603 0.222
```

SMILES string = C=C(NN)[C@H](N)C(C)=O
frontier orbital gap = 8.740 eV
molecular weight = 129.16 g mol⁻¹

=====

Stability ranking, top entry: y; the second entry is 0.0927 hartree less favorable.

=====

w.
The following is a DFT calculation (wB97M-V/def2-TZVPD) of C3H9NOS2 as an isolated structure.

```
16
Properties=species:S:1:pos:R:3:nbo_charge:R:1
C -0.0328 -1.9568 2.9892 -0.749
S 0.8536 -1.0520 1.7126 0.144
S -0.8817 -1.1709 0.2500 -0.047
H -0.9670 -1.4385 3.1788 0.233
H 0.6046 -1.8537 3.8706 0.227
H -0.0909 -3.0032 2.7128 0.221
H -0.3940 -2.3197 -0.2215 0.142
C 0.6390 0.5487 -0.5512 0.472
N 0.0786 0.7648 -2.0110 -0.687
C -0.5613 2.0607 -2.1738 -0.436
O 0.6882 1.5371 0.1130 -0.576
H 1.4403 -0.1611 -0.7975 0.137
H 0.9780 0.8279 -2.4866 0.343
H -1.3816 2.0948 -1.4533 0.197
H -1.0017 2.1609 -3.1669 0.198
H 0.0286 2.9612 -1.9653 0.182
```

frontier orbital gap = 8.202 eV
molecular weight = 139.25 g mol⁻¹

=====

x.
The following is a DFT calculation (wB97M-V/def2-TZVPD) of one molecule with the formula C3H9NOS2.

```
16
Properties=species:S:1:pos:R:3:nbo_charge:R:1
C 2.1547 0.4916 0.0966 -0.776
C -0.8049 0.4772 -0.7228 -0.555
C -0.9442 -1.0289 -0.8207 -0.265
H 2.9852 0.4534 0.9261 0.269
H 1.7656 -0.6516 -0.1181 0.222
H 2.4976 1.0063 -0.7200 0.228
H -1.7322 0.9478 -0.2445 0.255
H -0.4676 0.9575 -1.7309 0.245
H -0.0823 -1.6753 -0.9675 0.218
H -1.7419 -1.1682 -1.6090 0.215
H -0.6817 -1.8569 1.3892 0.395
H -2.3696 -1.1028 0.9115 0.370
N -1.4957 -1.6569 0.4874 -0.890
O 0.0144 0.5815 1.9375 -0.934
S 0.4524 1.1570 0.6269 1.459
S 0.4502 3.0682 0.5583 -0.456
```

SMILES string = C[S@@](=O)(=S)CCN
frontier orbital gap = 9.596 eV
molecular weight = 139.25 g mol⁻¹

=====

Stability ranking, top entry: w; the second entry is 0.0369 hartree less favorable.

=====

w.
The following is a DFT calculation (wB97M-V/def2-TZVPD) of one molecule with the formula C12H17NS.

```
31
Properties=species:S:1:pos:R:3:nbo_charge:R:1
C -2.3816 2.2256 -0.6643 -0.452
C -0.6060 0.7038 -0.0226 0.104
C -1.0853 0.5033 1.4014 -0.415
C -1.0882 -0.9447 1.8094 -0.419
C -2.1306 -1.8023 0.9403 -0.411
C -2.3757 -1.2226 -0.5062 -0.405
C -1.0619 -0.4303 -0.9351 -0.256
C 0.0147 -1.4741 -1.3711 -0.401
C 1.2086 -0.8195 -0.6511 -0.080
C 2.6788 -1.1628 -0.6639 -0.254
C 3.3479 -0.2083 0.1097 -0.443
C 0.9283 0.2893 -0.0617 -0.181
H -2.7398 3.2629 -0.9883 0.210
H -2.8167 2.1289 0.3762 0.213
H -2.8351 1.6466 -1.6191 0.184
H -0.5368 1.9367 -1.5923 0.355
H -2.1225 0.9297 1.4280 0.197
H -0.6057 1.3327 2.1142 0.231
H -1.1976 -1.1721 2.8748 0.222
H -0.0605 -1.2648 1.4882 0.206
H -1.7965 -2.8494 0.7776 0.208
H -2.9606 -1.6776 1.5669 0.204
H -3.4507 -0.7348 -0.4888 0.223
H -2.3256 -2.1631 -1.2216 0.210
H -1.2570 0.0066 -1.8773 0.213
H -0.0524 -2.5937 -1.2431 0.231
H 0.2552 -1.2558 -2.5952 0.206
H 3.1316 -2.0337 -1.1517 0.224
H 4.3751 -0.1455 0.1837 0.231
N -0.8739 2.0341 -0.5924 -0.613
S 2.4012 1.0290 0.6127 0.458
```

SMILES string = CN[C@@]12CCCC[C@@H]1Cc1ccsc12
frontier orbital gap = 9.403 eV
molecular weight = 207.34 g mol⁻¹

=====

x.
The following is a DFT calculation (wB97M-V/def2-TZVPD) of a 2-piece molecular cluster, C12H17NS overall.

```
31
Properties=species:S:1:pos:R:3:nbo_charge:R:1
C -4.3067 -1.1926 0.3506 -0.629
C -0.8822 -0.4610 -0.8979 0.215
C -1.8938 -1.3832 -0.5803 -0.132
C -2.9501 -0.6439 0.0592 -0.074
C -2.5650 0.6571 0.0922 -0.037
C 0.3368 -0.8594 -1.4472 -0.274
C 0.4501 -2.2087 -1.7371 -0.208
C -0.5479 -3.1492 -1.4796 -0.248
C -1.7210 -2.7343 -0.8630 -0.171
N -1.3028 0.7713 -0.4729 -0.549
H 1.1722 -0.2352 -1.7160 0.213
H 1.3455 -2.5473 -2.2454 0.206
H -0.8705 1.6301 -0.7651 0.405
H -0.4018 -4.1961 -1.6956 0.213
H -2.9102 1.4808 0.6932 0.212
H -2.5081 -3.4526 -0.6784 0.210
H -4.2414 -2.1835 0.8239 0.212
H -4.9372 -1.3068 -0.5375 0.218
H -4.8705 -0.5959 1.0724 0.218
C 2.8271 0.8586 0.5331 -0.544
C 4.3041 1.1632 0.2159 -0.626
C 1.6503 3.3661 1.3212 -0.737
S 2.1618 1.7368 1.9580 0.187
H 2.2604 1.0876 -0.3660 0.202
H 2.6807 -0.1984 0.7491 0.233
H 4.9351 0.3666 0.6180 0.210
H 4.6357 2.0937 0.6627 0.215
H 0.6925 3.2938 0.8155 0.205
H 1.4959 3.8855 2.2626 0.231
H 2.4522 3.8428 0.7593 0.218
H 4.5280 1.0984 -0.8511 0.207
```

SMILES string = Cc1c[nH]c2ccccc12.CCSC
frontier orbital gap = 8.594 eV
molecular weight = 207.34 g mol⁻¹

=====

Stability ranking, top entry: x; the second entry is 0.1168 hartree less favorable.